{"formula": "C8H16N2O2P", "method": "ωB97M-V/def2-TZVPD", "smiles": "CPN1CC2(CC[NH2+]CC2)OC1=O", "homo_ev": -11.894, "orbital_gap_ha": 0.30695, "total_charge": 1, "species": ["C", "C", "C", "C", "C", "C", "C", "C", "N", "N", "O", "O", "P", "H", "H", "H", "H", "H", "H", "H", "H", "H", "H", "H", "H", "H", "H", "H", "H"], "xyz": [[-1.374130, 1.272063, -0.169703], [1.362709, -0.754511, -0.951194], [1.141107, -0.119603, 1.425306], [-0.951984, -0.952109, 0.190069], [2.444056, 0.260810, -1.084899], [2.273760, 0.807823, 1.330792], [0.389198, -0.141434, 0.095725], [-4.243897, -0.702285, -0.824179], [-1.932243, 0.190092, 0.325354], [3.233646, 0.445590, 0.203379], [-1.901073, 2.277304, -0.501211], [-0.011734, 1.120448, -0.221465], [-3.621239, -0.149782, 0.815253], [0.920533, -0.731423, -2.027586], [1.784256, -1.793538, -0.680619], [1.623984, -1.018918, 1.814374], [0.560303, 0.220953, 2.295296], [-1.119425, -1.418546, -0.782915], [-1.313660, -1.576561, 0.983997], [3.155582, -0.102658, -1.896947], [2.026389, 1.261780, -1.451178], [1.874117, 1.803755, 0.969593], [2.820946, 0.789729, 2.320761], [-4.132953, 0.053377, -1.614280], [-5.183364, -1.156890, -0.507473], [-3.602898, -1.499135, -1.103212], [3.784031, -0.520548, 0.359666], [4.093573, 1.014610, -0.114142], [-4.099601, 1.119619, 0.801450]], "atomic_forces_ev_per_a": [[-0.767, 1.140, -0.122], [-0.816, 0.149, -1.117], [0.220, -0.445, 0.791], [-1.637, 2.050, -0.630], [1.531, 0.547, -2.230], [1.639, 2.852, 0.381], [-0.621, -4.342, 1.545], [0.268, 0.634, 0.997], [0.068, -2.503, 0.636], [2.755, -2.781, -1.572], [-0.206, 1.483, -0.411], [0.915, 1.344, -1.053], [1.422, -1.125, -0.625], [0.312, -0.563, 1.945], [-0.973, 1.561, -0.362], [-0.745, -0.868, -0.642], [-0.278, 0.105, -0.522], [-0.043, -0.331, 0.086], [1.233, -0.956, 0.608], [-0.527, 0.672, 1.165], [0.667, -1.278, 0.930], [0.791, -0.718, 1.016], [-0.357, 0.660, -1.355], [-0.920, -0.170, 0.359], [-0.496, 0.347, -1.053], [0.560, -1.077, -0.250], [-1.913, 2.260, 0.020], [-1.939, 0.028, 1.514], [-0.145, 1.326, -0.049]]}


{"formula": "C8H16N2OSi", "method": "ωB97M-V/def2-TZVPD", "homo_ev": [-7.220, -7.219], "orbital_gap_ha": [0.22848, 0.22845], "species": ["C", "C", "C", "C", "C", "C", "C", "C", "N", "N", "O", "Si", "H", "H", "H", "H", "H", "H", "H", "H", "H", "H", "H", "H", "H", "H", "H", "H"], "xyz": [[1.638545, 2.151187, -1.444453], [1.455113, 3.441455, -1.976281], [1.287186, -1.848361, 0.282851], [0.502440, -1.686759, 1.694210], [1.666483, -0.426533, -0.114894], [-1.007461, -1.746071, 1.684448], [-1.696254, 1.315260, 1.211646], [-2.490477, -0.811676, -1.216337], [0.715866, 1.207611, -1.569811], [0.677134, 0.034579, -1.045423], [2.288860, 4.324892, -1.891384], [-1.708956, -0.423165, 0.485181], [2.752749, 1.830630, -1.107931], [0.424253, 3.530442, -2.320544], [2.204266, -2.487396, 0.385947], [0.722233, -2.259366, -0.512616], [0.852589, -2.566383, 2.170905], [1.123096, -0.951121, 2.088859], [1.684107, 0.243859, 0.723805], [2.683824, -0.560942, -0.640299], [-1.299995, -2.794665, 1.625084], [-1.261248, -1.578652, 2.758097], [-2.175030, 1.827683, 0.263150], [-2.346381, 1.384470, 2.000487], [-0.699811, 1.527028, 1.365781], [-3.293261, -0.145177, -1.573545], [-1.869086, -0.759195, -2.038089], [-2.830783, -1.773635, -1.288844]], "atomic_forces_ev_per_a": [[3.415, -3.995, 1.051], [0.062, 0.185, 0.587], [0.265, 0.949, 2.069], [1.796, -2.972, -3.280], [1.994, -1.172, -2.372], [-0.484, 0.750, 1.086], [-2.284, -1.440, -5.226], [-1.105, 2.315, 1.760], [-0.897, 1.733, 0.465], [-1.710, -0.408, 0.436], [-0.328, 0.307, -0.473], [2.062, -0.154, -1.465], [-2.518, 0.977, -0.385], [-0.424, 0.760, -0.648], [-0.867, 0.584, 0.291], [-0.851, -0.533, -0.705], [-0.065, -0.977, 1.116], [-0.269, 1.956, 1.422], [0.734, 0.510, 0.550], [-1.027, 0.954, 0.815], [-0.139, 0.090, -0.922], [-0.468, 0.627, -0.697], [1.267, -0.222, 2.009], [-1.328, 0.438, 2.161], [2.076, 1.003, 0.450], [-0.079, -0.077, 0.814], [2.403, 0.455, -1.227], [-1.229, -2.645, 0.317]]}


{"formula": "C8H16N2P", "method": "ωB97M-V/def2-TZVPD", "homo_ev": [-12.379, -12.380], "orbital_gap_ha": [0.25896, 0.25900], "total_charge": 1, "species": ["C", "C", "C", "C", "C", "C", "C", "C", "N", "N", "P", "H", "H", "H", "H", "H", "H", "H", "H", "H", "H", "H", "H", "H", "H", "H", "H"], "xyz": [[0.389741, -1.645580, 0.210529], [-0.165414, -0.548282, 0.622599], [2.581194, -0.566116, -0.290939], [3.987664, -0.961220, -0.735286], [-3.178406, 1.063747, -1.029554], [-1.004490, 0.515685, 1.079588], [-2.931975, -0.340969, -0.313024], [-2.489057, 0.069042, 1.076091], [1.758344, -1.650776, -0.151329], [2.115916, 0.574587, 0.036443], [2.917458, 2.068136, 0.396452], [-0.282401, -2.472288, 0.138113], [3.862580, -1.742534, -1.387131], [4.611538, -0.202625, -1.121304], [4.429205, -1.238916, 0.105788], [-4.019065, 1.141194, -1.727465], [-2.446250, 1.408480, -1.717666], [-3.409555, 1.802807, -0.320334], [-0.593393, 0.689732, 2.010014], [-0.724466, 1.211876, 0.330112], [-2.243270, -0.925711, -0.957721], [-3.770513, -0.870373, -0.386648], [-3.184216, 0.858988, 1.473739], [-2.806112, -0.796843, 1.672827], [2.248915, -2.497413, -0.324724], [2.209501, 2.222054, 1.741295], [2.136535, 2.833312, -0.430470]], "atomic_forces_ev_per_a": [[1.682, 1.983, 0.074], [1.173, -0.226, -0.510], [-0.015, 1.282, 0.394], [-2.932, 2.320, -0.926], [-1.012, -1.560, -1.402], [-0.365, -2.265, -0.965], [2.872, 4.505, -2.324], [-1.508, -1.053, 0.283], [-0.446, -0.900, -0.488], [-1.547, -1.075, 0.411], [0.199, -0.933, 1.763], [0.072, -0.928, -0.109], [0.225, -1.923, -1.707], [0.114, 1.119, -0.718], [2.199, -1.753, 3.744], [-0.403, -0.809, 0.283], [1.472, 0.210, -0.050], [0.036, 1.060, 1.018], [0.329, 1.275, 2.286], [-0.551, 1.723, -0.464], [0.221, 0.359, 0.791], [-3.680, -2.050, 0.512], [1.108, -0.392, -0.497], [1.302, 0.114, 0.716], [-0.400, -1.022, -0.147], [0.653, 0.207, -1.816], [-0.796, 0.731, -0.152]]}


Calculated relative energy (zero: lowest compared OMol25 entry of this formula, charge and spin), 0.0 11.5 66.3 kcal per mole (same order as the records).